Molecular formula: C6H12O
Method: DFT, wB97M-V/def2-TZVPD

```
19
C6H12O | OMol25 | wB97M-V/def2-TZVPD
C -1.13 -1.30 2.24
C -1.74 -0.43 1.15
C -0.82 -0.19 -0.03
O 0.13 0.78 0.33
C 1.14 0.97 -0.60
C 1.18 0.19 -1.93
C 1.13 1.69 -1.90
H -0.91 -2.31 1.87
H -0.19 -0.87 2.62
H -1.82 -1.40 3.08
H -2.66 -0.89 0.77
H -2.01 0.55 1.55
H -0.31 -1.11 -0.33
H -1.39 0.17 -0.90
H 2.04 1.21 -0.03
H 2.06 -0.38 -2.22
H 0.27 -0.26 -2.33
H 0.27 2.20 -2.31
H 2.08 2.19 -2.08
```

Output
Kohn-Sham gap in eV: 10.30
Charge: 0
Structure (SMILES): CCCOC1CC1
Energy relative to the best compared isomer or geometry (same formula, charge and spin) in kJ/mol: 189.6



Molecular formula: C6H12O
Method: DFT, wB97M-V/def2-TZVPD

```
19
C6H12O | OMol25 | wB97M-V/def2-TZVPD
C 0.34 -2.71 0.86
C 0.32 -1.20 1.09
C 0.62 -0.42 -0.18
C 0.97 1.01 0.00
C 0.45 1.85 -1.10
C -0.93 2.25 -0.49
O -1.92 1.27 -0.69
H -0.38 -3.00 0.10
H 1.33 -3.04 0.53
H 0.10 -3.26 1.78
H 1.05 -0.91 1.86
H -0.67 -0.90 1.47
H -0.12 -0.64 -0.98
H 1.60 -0.75 -0.59
H -0.81 2.49 0.57
H 0.25 1.36 -2.07
H 1.03 2.77 -1.25
H -1.27 3.16 -1.00
H -1.96 0.70 0.09
```

Output
Kohn-Sham gap in eV: 8.57
Charge: 0
Energy relative to the best compared isomer or geometry (same formula, charge and spin) in kJ/mol: 385.3



Molecular formula: C6H12O
Method: DFT, wB97M-V/def2-TZVPD

```
19
C6H12O | OMol25 | wB97M-V/def2-TZVPD
C -1.02 -1.22 -1.54
C -1.05 -0.38 -0.28
O -1.16 -1.19 0.90
C 0.13 -0.95 1.40
C 0.27 0.28 0.11
C 0.21 1.12 1.29
C 1.28 0.60 -0.82
H -1.93 -1.82 -1.60
H -0.96 -0.58 -2.43
H -0.15 -1.90 -1.54
H -1.89 0.33 -0.32
H 0.89 -1.67 1.09
H 0.13 -0.86 2.49
H 0.46 2.50 0.27
H 1.14 1.31 1.84
H -0.71 1.26 1.84
H 0.77 2.19 -0.50
H 1.31 0.09 -1.78
H 2.26 0.89 -0.43
```

Output
Kohn-Sham gap in eV: 8.70
Charge: 0
Energy relative to the best compared isomer or geometry (same formula, charge and spin) in kJ/mol: 625.7



Molecular formula: C6H12O
Method: DFT, wB97M-V/def2-TZVPD

```
19
C6H12O | OMol25 | wB97M-V/def2-TZVPD
C 0.47 1.84 1.53
C -0.09 0.89 2.20
C -1.01 1.99 1.74
H 1.36 2.27 1.09
H -0.02 -0.05 2.72
H -1.69 1.79 0.91
H -1.38 2.72 2.46
C 1.53 -1.66 -1.27
C 0.19 -1.31 -0.62
C -0.46 -0.08 -1.24
O -1.76 0.16 -0.74
H 1.41 -1.83 -2.35
H 2.26 -0.85 -1.14
H 1.96 -2.56 -0.83
H 0.32 -1.13 0.45
H -0.50 -2.16 -0.73
H -0.47 -0.18 -2.34
H 0.13 0.82 -1.00
H -2.26 -0.66 -0.83
```

Output
Kohn-Sham gap in eV: 10.24
Charge: 0
Structure (SMILES): C1=CC1.CCCO
Energy relative to the best compared isomer or geometry (same formula, charge and spin) in kJ/mol: 324.4



So what do the calculations give for calculated total energy? Going down the list: -8462.3884, -8460.3605, -8457.8687, -8460.9919 eV.
So what do the calculations give for HOMO? Going down the list: -9.14, -8.25, -7.89, -9.20 eV.